Here is a 11-piece molecular cluster, C36H72F3NO15 overall from OMol25. Energies are from ωB97M-V/def2-TZVPD.

Computed properties:
Largest force on an atom (eV Å⁻¹): 3.959
Total energy (eV): -78850.104
Highest occupied orbital energy (eV): -9.14
Total charge: 0
SMILES: O=COCCC1=C(c2cccnc2)C(=O)C=C(COC(F)(F)F)C1=O.CCO.CCO.CCO.CCO.CCO.CCO.CCO.CCO.CCO.CCO
Energy above the lowest of the compared OMol25 structures with the same formula, charge and spin (kcal/mol): 0.00

Geometry (Å):
C  -6.12973  -7.13425  -1.33239
O  0.08580  -1.95242  -0.34774
C  -4.41939  1.38023  -0.75000
H  8.78529  -2.44785  -1.75148
H  0.39908  2.15983  1.46283
H  -7.07113  -6.62214  -1.11641
H  -4.85871  -5.45600  -0.83359
C  -6.51214  1.46072  0.14077
C  3.36996  0.48587  -5.20275
H  -1.52227  -4.72500  -0.08586
C  0.14110  7.69897  -0.39735
H  5.03332  -0.09084  3.74341
H  -3.67774  1.63662  -1.54319
C  -5.74094  -2.58998  4.45750
H  -7.56649  1.82664  0.04493
C  -6.83444  -3.57932  4.81213
O  -1.95101  1.05801  2.73850
H  2.60125  5.98934  4.32592
H  8.11243  -3.31854  -3.14560
C  -0.13828  1.24653  1.11586
H  -3.27597  -0.84629  7.07924
H  -6.23420  -4.90107  -2.59509
H  -7.05523  -4.22655  3.96094
H  3.38508  -1.73578  1.96149
H  0.86806  5.97646  -2.15654
N  -5.70205  1.78737  -0.88498
H  9.25812  1.61779  0.76286
F  2.76054  2.59343  -2.39912
H  -4.50762  -0.31036  2.42330
C  -1.93917  -0.58778  -0.39894
C  1.29410  4.74903  3.12956
H  1.68469  0.46423  -1.55909
O  -2.82905  -4.75425  1.39851
C  8.27229  1.17239  0.59496
H  -3.45466  -3.19556  -2.21628
H  1.60082  4.55759  1.21664
F  2.06538  4.10523  -0.96237
O  0.82898  4.67367  1.78502
H  0.71194  -2.12577  -5.69780
H  -3.70119  -0.93866  -1.74943
O  -2.90365  -1.04963  5.08390
C  2.96112  -0.27053  3.17303
H  2.33030  0.51437  -5.53313
H  0.56370  6.81715  0.09126
C  -1.57350  0.86788  1.61037
C  -0.29142  -1.89064  -5.32953
H  -0.86537  -3.93922  -4.95011
H  -3.86531  1.45503  5.13956
H  2.59699  -0.14061  -0.11153
O  3.24792  -0.78497  1.87421
H  -0.60858  8.13962  0.26346
C  8.08361  -2.38005  -2.58449
H  -5.85064  -7.73501  -0.46456
H  6.65209  -1.14912  -1.54902
O  -0.20258  -1.53528  -3.95202
H  4.07861  1.91749  -6.66289
H  -4.20959  1.47674  6.88198
H  4.57893  -0.86134  -4.48234
H  -6.53896  -4.20064  5.65988
C  -2.43278  -4.26345  0.37714
H  8.41720  -1.59201  -3.26316
C  -4.10344  0.83269  6.00608
C  -0.41153  -0.86045  -0.21058
C  4.29670  0.90013  -6.33036
C  6.68005  -2.09448  -2.08864
C  1.91804  2.77395  -1.35046
H  6.25450  1.79553  0.15432
C  -2.69179  -2.84548  -1.46945
O  8.35574  0.27656  -0.51021
H  -1.30403  -3.34831  -6.56609
C  0.41992  0.39250  0.21574
O  -5.41556  -5.36192  -2.81206
H  -0.86830  8.21497  -2.23179
H  3.10718  5.81383  2.63265
C  7.23360  2.24590  0.33100
C  -2.49514  0.25960  0.50203
H  -6.31492  -7.80040  -2.17753
C  -3.99309  0.65322  0.42352
O  3.65872  -0.84299  -4.78496
H  7.48854  2.81877  -0.56467
C  -5.04195  -6.13451  -1.67297
H  5.34077  0.85219  -6.00942
H  1.74892  6.85468  3.03029
C  -3.02587  -0.21251  6.22692
H  8.60312  0.79310  -1.28616
C  -6.23800  0.71110  1.34470
H  -0.66373  -1.02251  -5.87447
H  -5.06414  0.35445  5.80196
C  -2.64884  -1.26458  -1.58982
O  5.77574  -1.99980  -3.18943
C  -0.46605  7.33014  -1.73702
H  4.29878  -1.61963  4.20122
H  -2.00126  -1.05552  -2.50624
C  1.83173  0.60712  -0.45127
H  3.90582  -0.14847  5.11428
F  0.64048  2.65768  -1.79586
C  4.11404  -0.54529  4.11879
H  4.19208  0.22186  -7.17970
O  -3.12312  -3.19562  -0.13909
H  -5.52205  -1.93186  5.30328
H  -7.76168  -3.05724  5.06619
H  -4.82527  -3.11342  4.18427
H  -7.01728  0.51426  2.11296
H  5.79765  -2.84258  -3.65788
O  2.21850  2.00448  -0.25606
H  -1.70906  -3.28637  -1.76795
H  0.42482  4.86802  3.77696
C  -1.22415  -3.07282  -5.51278
H  0.13643  -2.30323  -3.47597
H  -2.22112  -2.83651  -5.13416
H  7.15793  2.93302  1.17626
H  -6.94045  -1.32195  3.59174
H  -2.67329  -0.48483  4.33693
H  -1.27797  6.60654  -1.60994
H  -4.10977  -6.65023  -1.90847
H  1.78981  3.80599  3.38546
H  2.03908  -0.73259  3.53926
H  -2.05834  0.26207  6.42190
H  6.33491  -2.88637  -1.41606
C  -4.85064  0.24815  1.53379
H  0.95719  8.41283  -0.52976
C  2.24453  5.91893  3.29627
O  -6.13553  -1.79064  3.34248
H  2.79373  0.80320  3.07668
H  8.00338  0.58946  1.47643
O  0.52195  6.76421  -2.59269
H  3.47778  1.15559  -4.34389

Atoms 1-6, force components in eV/Å:
C 0.015 -0.135 0.014
O -0.010 0.321 -0.267
C -0.415 -0.632 1.766
H -0.007 0.003 -0.043
H -0.731 -0.800 -0.049
H 0.060 0.010 0.109

These are the Löwdin partial charges, in e, on atoms 1 to 5: atom 1 (C): -0.091, atom 2 (O): 0.118, atom 3 (C): -0.099, atom 4 (H): 0.074, atom 5 (H): 0.119